Below is a single C3H3NO2S2 molecule, with properties calculated with wB97M-V/def2-TZVPD.

Geometry (Å):
S  -2.056077  -1.410029  -0.155005
S  3.264835  -0.721375  -0.081753
O  0.700233  -1.350747  -0.213803
O  -1.152044  1.689563  -0.111324
N  1.061558  0.772971  -0.094085
C  -0.508713  -0.630822  -0.176095
C  1.619522  -0.479411  -0.110857
C  -0.296599  0.650010  -0.122959
H  1.592706  1.687406  -0.008629
H  -2.232164  -1.527386  1.270901
H  -1.993259  1.319818  -0.196390

Forces on the atoms, in the same order (eV/Å):
-0.1 -0.2 1.7
-0.5 -0.2 0.1
-2.5 -1.1 0.2
3.1 0.5 0.3
1.0 2.8 0.3
-2.4 -3.3 -0.1
4.2 2.4 -0.1
0.4 2.0 -0.1
-0.8 -2.0 -0.2
0.3 0.1 -1.9
-2.6 -0.9 -0.2

Output
Molar mass in g/mol: 149.2
Energy above the lowest of the compared OMol25 structures with the same formula, charge and spin in kcal per mole: 18.5
Kohn-Sham gap in hartree: 0.3076
DFT total energy in hartree: -1117.69660
SMILES: Oc1[nH]c(=S)oc1S